Below is a 13-piece molecular cluster, C40H58ClIN13O2 overall, with properties calculated with wB97M-V/def2-TZVPD.

Computed properties:
HOMO: -11.47 eV
Multiplicity: 1
E_LUMO: -0.1453 Ha
Orbital gap: 7.52 eV
Relative energy (zero: lowest compared OMol25 entry of this formula, charge and spin): 0.00 kcal/mol
Charge: +1

Each line ends with the Löwdin charge.
Cartesian coordinates (Å):
C1 -1.11973 -2.02184 2.01810  -0.0934
C2 -2.19944 -1.55421 1.01285  -0.1581
C3 -1.74802 -0.41993 0.11942  -0.2182
C4 -2.41021 -0.06822 -1.20355  -0.2295
C5 -2.65359 -1.11353 -2.26607  -0.1030
C6 -3.96660 -1.86341 -1.98373  -0.1698
C7 -5.21035 -0.96261 -2.10066  -0.1216
C8 -5.57618 -0.29012 -0.78649  -0.2417
C9 -5.76728 1.09098 -0.72554  -0.0761
C10 -6.01916 1.73046 0.48474  -0.0927
C11 -6.09465 0.99742 1.66497  -0.0921
C12 -5.93663 -0.38401 1.61191  -0.0844
C13 -5.67632 -1.01760 0.40162  -0.0494
O1 -1.53060 1.03052 -1.62477  -0.0963
C14 -1.31822 1.83250 -0.53068  -0.8516
I1 -2.55164 3.62651 -0.68315  1.0352
C15 0.13156 2.23717 -0.40214  -0.1857
C16 0.70407 2.72177 -1.73294  -0.2282
O2 1.81829 3.16478 -1.78217  0.0754
N1 -1.83460 0.99166 0.68419  -0.3804
Cl1 -1.07357 1.29324 2.19913  0.8728
H1 -1.30901 -1.64722 3.02361  0.0658
H2 -0.11795 -1.71174 1.70278  0.0725
H3 -1.11564 -3.11209 2.03411  0.0214
H4 -2.40515 -2.39179 0.34542  0.1193
H5 -3.11135 -1.28000 1.54729  0.1118
H6 -0.67501 -0.51934 -0.08281  0.1600
H7 -3.36421 0.43771 -1.01558  0.1231
H8 -2.74911 -0.58014 -3.21589  0.1359
H9 -1.81558 -1.81039 -2.34190  0.1021
H10 -3.91730 -2.33191 -1.00085  0.0861
H11 -4.04274 -2.69340 -2.68878  0.0878
H12 -6.05670 -1.51178 -2.51949  0.1098
H13 -4.97976 -0.16040 -2.81225  0.1166
H14 -5.70439 1.68965 -1.62950  0.1130
H15 -6.16896 2.80449 0.51691  0.1064
H16 -6.30401 1.47192 2.61634  0.0738
H17 -6.01731 -0.97793 2.51619  0.0953
H18 -5.56152 -2.09716 0.36399  0.1216
H19 0.24427 3.05112 0.31604  0.1070
H20 0.75254 1.39261 -0.07864  0.1310
H21 0.07289 2.61386 -2.62998  0.1351
H22 -2.82247 1.25727 0.81767  0.1013
C17 -5.25298 -0.22474 6.13343  -0.0628
C18 -6.37724 0.20537 5.31036  -0.2700
N2 -7.27801 0.53334 4.68209  0.1534
H23 -5.47374 -0.04120 7.18308  0.0873
H24 -5.07488 -1.28913 5.99054  0.0833
H25 -4.35789 0.33077 5.85874  0.0767
C19 -4.87228 -5.29516 -4.47915  -0.0671
C20 -5.76904 -4.71605 -3.48549  -0.2804
N3 -6.47343 -4.26213 -2.70281  0.1399
H26 -4.22801 -4.52179 -4.89612  0.0559
H27 -4.25073 -6.05709 -4.01263  0.0845
H28 -5.45436 -5.75040 -5.27810  0.0852
C21 1.90617 1.89058 4.24813  -0.0705
C22 2.06297 1.37650 5.60311  -0.2673
N4 2.18605 0.97285 6.66780  0.1493
H29 2.47527 1.27732 3.55137  0.0861
H30 0.85284 1.86433 3.97447  0.0185
H31 2.26167 2.91778 4.19149  0.0907
C23 4.56650 4.17622 -3.19299  -0.0712
C24 5.90955 3.62997 -3.32963  -0.2720
N5 6.94713 3.15552 -3.43965  0.1393
H32 3.93564 3.46187 -2.66921  0.0424
H33 4.59196 5.10851 -2.63268  0.0935
H34 4.15127 4.37631 -4.17776  0.0566
C25 1.00371 -6.25650 3.54885  -0.0833
C26 -0.12777 -5.75135 2.78076  -0.2578
N6 -1.01588 -5.35295 2.17472  0.1261
H35 0.81186 -6.12312 4.61242  0.0867
H36 1.14800 -7.31202 3.33613  0.0708
H37 1.91003 -5.72346 3.27458  0.0648
C27 4.10031 -9.20006 5.17894  -0.0602
C28 3.98200 -8.21238 4.11301  -0.2669
N7 3.89394 -7.44597 3.26533  0.1367
H38 5.11333 -9.59683 5.20042  0.0874
H39 3.87935 -8.73792 6.13911  0.0843
H40 3.40243 -10.01690 5.00539  0.0853
C29 0.62263 -4.11274 -3.60292  -0.0621
C30 -0.68484 -3.72221 -4.11523  -0.2617
N8 -1.70703 -3.40770 -4.52964  0.1471
H41 0.63069 -4.05172 -2.51525  0.0805
H42 0.83063 -5.14025 -3.89683  0.0891
H43 1.39636 -3.46144 -4.01426  0.0293
C31 -3.09802 7.21130 -2.99608  -0.0710
C32 -4.08852 7.12849 -1.92776  -0.3035
N9 -4.86312 7.05527 -1.08638  0.1343
H44 -3.59907 7.32702 -3.95518  0.0873
H45 -2.44711 8.06762 -2.83050  0.0874
H46 -2.49461 6.30530 -3.01879  0.0554
C33 10.21290 2.81756 -1.99512  -0.0791
C34 10.50639 2.21357 -0.70123  -0.2918
N10 10.73671 1.74027 0.31654  0.1181
H47 10.53984 2.15665 -2.79545  0.0822
H48 9.14127 2.97993 -2.09383  0.0371
H49 10.72980 3.77087 -2.08708  0.0825
C35 4.27505 -0.06915 -3.31204  -0.0593
C36 3.49945 -1.06193 -4.04734  -0.2545
N11 2.92324 -1.85567 -4.64011  0.1431
H50 3.90024 0.01749 -2.29374  0.0792
H51 5.32089 -0.36860 -3.27916  0.0918
H52 4.19982 0.89880 -3.80441  0.0713
C37 5.57004 4.52569 -7.39782  -0.0627
C38 5.12413 5.57947 -6.49413  -0.2868
N12 4.77479 6.40638 -5.78126  0.1381
H53 6.65444 4.44291 -7.35845  0.0873
H54 5.13202 3.57340 -7.10411  0.0789
H55 5.26530 4.75931 -8.41602  0.0850
C39 3.87088 3.20015 8.81461  -0.0819
C40 3.82049 4.57114 9.30812  -0.2891
N13 3.77322 5.64776 9.69654  0.1247
H56 3.53443 2.51211 9.58734  0.0836
H57 3.22236 3.09397 7.94863  0.0440
H58 4.88986 2.94403 8.53056  0.0827

Cartesian forces, eV/Å:
-0.10 -0.02 -0.31
0.28 0.19 0.40
0.38 -0.09 -0.08
-0.52 0.54 -0.14
0.18 0.01 0.23
0.00 -0.18 -0.33
0.24 0.36 0.24
-0.12 0.01 0.00
0.04 0.06 0.09
0.03 0.01 0.17
0.06 -0.09 -0.04
0.13 -0.10 -0.07
-0.05 0.01 -0.16
0.27 -0.47 0.36
-0.15 0.62 -0.48
-0.04 -0.13 0.24
0.00 0.11 0.06
0.17 -0.07 0.04
-0.22 -0.08 -0.02
-0.15 0.11 -0.18
0.03 0.01 -0.11
0.09 -0.02 -0.04
-0.06 0.03 0.08
-0.04 0.16 0.22
-0.20 0.12 0.02
-0.17 -0.17 -0.26
-0.09 -0.23 -0.04
-0.12 -0.25 0.11
0.14 -0.12 0.00
-0.01 0.09 -0.06
-0.14 -0.02 -0.03
0.09 0.15 -0.04
0.07 -0.11 0.22
-0.13 -0.11 -0.09
-0.02 -0.09 -0.02
0.02 -0.06 -0.08
-0.03 0.02 -0.15
-0.07 0.09 -0.04
-0.05 0.07 0.09
0.08 -0.13 0.01
-0.09 0.01 -0.04
0.01 0.07 0.01
0.00 -0.20 0.09
0.01 0.01 0.00
0.05 -0.09 0.20
-0.05 0.05 -0.11
0.00 0.00 0.00
0.00 0.00 0.01
0.00 -0.01 0.02
0.00 0.02 -0.02
0.08 -0.10 -0.13
-0.03 0.16 0.14
0.02 -0.01 0.01
0.00 0.00 -0.01
0.00 0.00 0.00
0.04 -0.02 0.00
0.01 0.07 -0.17
0.00 -0.07 0.17
0.00 0.01 0.00
0.03 0.05 0.03
-0.01 0.00 0.01
0.01 -0.03 0.03
-0.19 0.03 0.00
0.21 -0.09 -0.03
0.00 0.06 0.01
0.01 0.01 -0.03
-0.02 0.06 0.02
-0.15 0.06 -0.01
0.12 -0.09 0.11
-0.10 0.05 -0.11
0.01 -0.01 0.00
0.03 -0.01 -0.01
0.04 -0.04 -0.01
0.02 0.00 0.01
0.08 -0.16 0.09
-0.02 0.13 -0.08
0.00 0.00 0.00
0.01 -0.01 0.00
0.01 0.00 0.00
0.05 -0.05 -0.06
0.19 -0.02 -0.01
-0.21 0.04 0.05
-0.01 -0.01 -0.01
0.01 0.00 0.02
-0.10 -0.05 0.01
-0.03 0.08 -0.02
0.19 -0.03 -0.18
-0.09 -0.14 0.19
0.01 0.00 0.00
0.00 0.00 -0.01
0.00 0.00 -0.01
-0.05 0.00 0.01
0.01 0.09 -0.17
0.00 -0.10 0.19
0.01 0.00 0.00
0.01 0.01 -0.06
0.01 -0.01 0.01
-0.02 0.02 -0.01
0.22 0.09 0.03
-0.17 -0.05 0.01
0.01 0.01 0.00
0.00 0.02 -0.01
0.02 0.00 0.00
0.04 0.02 -0.02
0.08 -0.09 -0.14
-0.09 0.06 0.15
0.00 -0.01 0.00
0.00 0.00 -0.01
0.00 -0.01 0.00
0.02 0.02 0.00
0.01 -0.19 -0.03
-0.01 0.21 0.04
0.00 -0.01 -0.01
-0.01 -0.04 0.01
0.00 -0.01 0.00